{
  "formula": "C30H55CaN4OP2S",
  "method": "ωB97M-V/def2-TZVPD",
  "charge": 1,
  "orbital_gap_ev": 5.83,
  "de_lowest_kcal_mol": 55.20,
  "elements": ["C", "C", "C", "C", "C", "H", "H", "H", "N", "P", "P", "C", "H", "H", "C", "O", "C", "H", "C", "C", "C", "C", "C", "H", "H", "H", "C", "H", "H", "H", "C", "H", "H", "H", "C", "H", "H", "H", "C", "H", "H", "H", "C", "H", "H", "H", "C", "H", "H", "H", "C", "H", "H", "H", "C", "H", "H", "H", "C", "H", "H", "H", "C", "H", "H", "H", "C", "H", "H", "H", "Ca", "N", "C", "C", "C", "C", "C", "H", "H", "H", "H", "H", "H", "H", "H", "H", "N", "C", "N", "S", "H", "H", "H", "H"],
  "positions_angstrom": [[-0.987, -2.393, -1.236], [1.283, -1.759, -1.013], [-0.646, -3.557, -1.922], [1.658, -2.995, -1.624], [0.707, -3.890, -2.060], [-1.437, -4.186, -2.323], [2.719, -3.195, -1.737], [0.992, -4.825, -2.537], [-0.057, -1.583, -0.691], [-2.994, -1.128, 0.372], [2.748, 0.726, -0.070], [-2.482, -2.028, -1.153], [-2.768, -1.420, -2.024], [-3.060, -2.955, -1.243], [0.472, 2.563, 1.940], [0.959, 3.596, 2.105], [2.349, -0.821, -0.788], [3.307, -1.354, -0.918], [4.056, 1.373, -1.376], [3.563, 0.411, 1.682], [-4.276, 0.208, -0.166], [-3.745, -2.565, 1.361], [3.731, 2.862, -1.549], [3.941, 3.440, -0.638], [4.345, 3.279, -2.362], [2.673, 3.002, -1.810], [5.519, 1.195, -0.967], [5.780, 1.700, -0.030], [5.798, 0.135, -0.898], [6.146, 1.641, -1.759], [3.830, 0.629, -2.696], [4.313, 1.172, -3.524], [4.248, -0.385, -2.666], [2.762, 0.554, -2.919], [4.129, 1.751, 2.175], [3.339, 2.500, 2.328], [4.631, 1.583, 3.139], [4.862, 2.191, 1.486], [2.449, -0.041, 2.640], [1.657, 0.726, 2.739], [1.999, -1.012, 2.369], [2.875, -0.158, 3.649], [4.636, -0.671, 1.614], [5.512, -0.367, 1.029], [4.978, -0.871, 2.641], [4.246, -1.608, 1.199], [-4.324, -2.005, 2.673], [-4.692, -2.850, 3.276], [-3.555, -1.481, 3.255], [-5.167, -1.324, 2.504], [-2.591, -3.533, 1.682], [-2.123, -3.938, 0.775], [-1.815, -3.053, 2.294], [-2.993, -4.383, 2.255], [-4.835, -3.352, 0.606], [-5.241, -4.106, 1.298], [-5.670, -2.724, 0.285], [-4.444, -3.891, -0.264], [-4.064, 0.624, -1.630], [-4.426, -0.138, -2.335], [-4.649, 1.538, -1.823], [-3.013, 0.849, -1.856], [-4.003, 1.416, 0.758], [-3.006, 1.852, 0.581], [-4.747, 2.200, 0.554], [-4.069, 1.146, 1.822], [-5.738, -0.233, -0.024], [-5.994, -1.038, -0.727], [-6.007, -0.533, 0.996], [-6.372, 0.630, -0.285], [-0.225, 0.076, 1.092], [0.236, 1.278, -0.792], [0.727, 1.457, -1.863], [0.366, 2.220, -3.178], [1.322, 1.938, -4.324], [-1.019, 1.759, -3.611], [0.348, 3.717, -2.874], [2.333, 2.306, -4.118], [1.353, 0.869, -4.554], [0.956, 2.465, -5.216], [-1.783, 2.104, -2.902], [-1.269, 2.178, -4.591], [-1.057, 0.661, -3.679], [-0.069, 4.253, -3.738], [-0.288, 3.932, -2.005], [1.350, 4.110, -2.677], [0.079, 1.344, 5.046], [-0.230, 0.026, 4.942], [0.178, -0.765, 5.946], [-1.045, -0.634, 3.598], [0.335, 1.719, 5.959], [-0.366, 1.994, 4.402], [-0.062, -1.748, 5.907], [0.608, -0.403, 6.789]]
}